#1
One molecule with the formula C7H7N. Source: the Open Molecules 2025 dataset; level of theory: ωB97M-V with the def2-TZVPD basis set.

Each line ends with the Mulliken charge.
Cartesian coordinates (Å):
C: -1.7601 2.1550 -0.2115  0.583
C: -0.8312 1.5069 0.1324  -1.053
C: 0.3111 0.7034 0.5750  -0.250
C: 1.1285 -0.0244 -0.4575  -0.260
N: 2.5793 -0.0703 -0.3723  -0.651
C: 0.3301 -0.7827 0.5487  -0.149
C: -0.8743 -1.4731 0.1068  -1.089
C: -1.8254 -2.0842 -0.2925  0.419
H: -2.6456 2.6790 -0.5117  0.431
H: 0.9160 1.2169 1.3378  0.271
H: 0.7225 0.0356 -1.4646  0.456
H: 2.9624 0.8350 -0.6116  0.275
H: 2.9421 -0.3579 0.5379  0.244
H: 0.9495 -1.3331 1.2557  0.351
H: -2.7743 -2.5889 -0.3458  0.421

**Lowest unoccupied orbital energy**: 0.985 eV
**E_HOMO**: -8.97 eV



#2
One molecule with the formula C7H7N. Source: the Open Molecules 2025 dataset; level of theory: ωB97M-V with the def2-TZVPD basis set.

Each line ends with the Mulliken charge.
Cartesian coordinates (Å):
C: 1.9028 0.6586 0.1619  -0.164
C: 1.9374 -0.8515 -0.0502  -0.227
N: 0.7119 -1.3843 -0.2213  -0.652
C: -0.3743 -0.6288 0.0338  0.206
C: -0.4794 0.7644 -0.0628  0.373
C: 0.7117 1.5027 -0.0193  -0.655
C: -2.1707 0.6604 -0.1032  -0.398
C: -1.9000 -0.8214 0.1554  -0.464
H: 2.9938 1.2146 0.3190  0.191
H: 2.9175 -1.2568 0.2470  0.357
H: 0.8700 2.5144 -0.2083  0.445
H: -2.5962 1.4321 0.7791  0.236
H: -2.3225 1.0935 -1.0724  0.295
H: -2.2362 -1.2270 1.1434  0.206
H: -2.3743 -1.7867 -0.3526  0.252

**Lowest unoccupied orbital energy**: 0.738 eV
**E_HOMO**: -8.80 eV



How do the energies compare? Relative to the most stable structure, in hartree: #1 0.0223; #2 0.0000.



#1
One molecule with the formula C21H23N3O3. Source: the Open Molecules 2025 dataset; level of theory: ωB97M-V with the def2-TZVPD basis set.

Each line ends with the Mulliken charge.
Cartesian coordinates (Å):
C: 9.2045 -0.5590 -0.2824  -0.625
O: 8.0355 0.2449 -0.2524  -0.371
C: 6.8761 -0.4410 -0.0590  0.551
O: 6.8042 -1.6297 0.0784  -0.564
N: 5.8442 0.4490 -0.0526  -0.035
N: 4.5678 0.0551 0.1203  -0.376
C: 3.6444 0.9325 0.1106  -0.148
C: 2.2745 0.5644 0.2908  0.082
C: 1.7870 -0.7069 0.5032  -0.417
N: 0.4392 -0.6851 0.6417  0.355
C: -0.4110 -1.8327 0.7921  -1.157
C: -1.0421 -2.2367 -0.5472  -0.181
C: -2.2216 -3.1904 -0.3345  -0.832
O: -3.1924 -2.6640 0.5418  -0.527
C: -3.9001 -1.5507 0.1719  0.478
C: -4.5566 -0.8848 1.2072  -0.302
C: -5.2919 0.2532 0.9526  -0.511
C: -5.3944 0.7662 -0.3362  0.843
C: -6.1970 2.0028 -0.6061  -1.654
C: -4.7530 0.0886 -1.3613  -0.917
C: -4.0141 -1.0582 -1.1219  -0.211
C: 0.0027 0.6096 0.5030  -0.189
C: -1.2833 1.1338 0.5532  -0.060
C: -1.4261 2.4939 0.3781  -0.729
C: -0.3200 3.3185 0.1627  -0.780
C: 0.9577 2.8052 0.1170  -0.459
C: 1.1335 1.4337 0.2857  0.576
H: 9.3231 -1.0947 0.6616  0.282
H: 9.1460 -1.2868 -1.0942  0.282
H: 10.0350 0.1242 -0.4409  0.217
H: 6.0673 1.4378 -0.1859  0.269
H: 3.8619 1.9985 -0.0361  0.359
H: 2.3475 -1.6183 0.5707  0.515
H: 0.1784 -2.6577 1.1987  0.377
H: -1.2081 -1.5919 1.5023  0.363
H: -1.3892 -1.3311 -1.0485  0.346
H: -0.3019 -2.7188 -1.1867  0.388
H: -1.8805 -4.1035 0.1613  0.428
H: -2.6657 -3.4668 -1.2990  0.351
H: -4.4706 -1.2805 2.2075  0.408
H: -5.7877 0.7584 1.7689  0.347
H: -6.0935 2.7157 0.2091  0.385
H: -5.8807 2.4767 -1.5322  0.367
H: -7.2541 1.7508 -0.6976  0.359
H: -4.8242 0.4609 -2.3732  0.352
H: -3.5397 -1.5559 -1.9535  0.368
H: -2.1474 0.5093 0.7213  0.184
H: -2.4140 2.9287 0.4072  0.480
H: -0.4750 4.3793 0.0307  0.374
H: 1.8055 3.4534 -0.0481  0.361

**Lowest unoccupied orbital energy**: 0.787 eV
**E_HOMO**: -7.44 eV



#2
C21H23N3O3 as an isolated structure. Source: the Open Molecules 2025 dataset; level of theory: ωB97M-V with the def2-TZVPD basis set.

Each line ends with the Mulliken charge.
Cartesian coordinates (Å):
C: -3.8348 6.3238 -1.9441  -0.679
H: -4.1485 6.2852 -1.0043  0.346
H: -3.9894 7.3733 -2.3603  0.255
H: -4.5584 5.6894 -2.6274  0.258
O: -2.4173 5.7269 -2.4202  -0.430
C: -2.2012 4.4588 -1.8435  0.751
O: -2.9713 3.7843 -1.2939  -0.560
N: -1.0607 4.0608 -2.2149  0.063
N: -0.3570 2.8866 -2.0179  -0.533
C: -0.8552 1.9627 -1.5627  -0.493
C: -0.2588 0.6563 -1.2420  0.206
C: 1.1458 0.3777 -1.6593  -0.372
N: 1.7160 -0.7542 -1.5710  0.433
C: 0.4313 -1.3992 -0.8445  0.992
C: 0.3536 -2.8214 -0.6045  -1.038
C: -0.7710 -3.1368 0.0731  -0.241
C: -1.7996 -2.1893 -0.0304  -0.294
C: -1.7405 -0.9436 -0.3412  -0.578
C: -0.7418 -0.4966 -0.9176  0.557
H: -2.6653 -0.2617 -0.2348  0.192
H: -2.8958 -2.7235 0.3335  0.074
H: -0.9886 -4.2024 0.4964  0.283
H: 1.1147 -3.4321 -0.4430  0.460
C: 2.9784 -1.1877 -1.2537  -1.005
H: 2.7267 -2.4355 -1.2487  0.393
C: 3.8226 -0.3737 -0.5380  0.060
C: 3.4476 -0.2721 0.8176  -0.700
O: 2.9743 -1.6143 1.4930  -0.389
C: 2.0705 -1.9645 2.1873  0.952
C: 0.9685 -1.0530 2.4480  -0.940
C: -0.3295 -1.6888 3.0124  -0.524
C: -0.3355 -3.0944 3.1878  0.614
C: 0.6980 -3.8013 2.9947  0.205
C: 1.9901 -3.3345 2.3177  -1.034
H: 2.7764 -3.9829 2.1177  0.599
H: 0.4948 -4.8680 3.2913  0.200
C: -1.6386 -3.6290 3.7756  -2.047
H: -1.4030 -3.4438 5.2221  0.226
H: -2.4622 -2.9453 3.7278  0.394
H: -1.8106 -4.6314 3.7550  0.497
H: -0.9441 -0.8152 3.3066  0.290
H: 1.0230 -0.0575 2.5243  0.810
H: 2.4167 0.1597 0.8923  0.238
H: 4.1184 0.2725 1.5203  0.345
H: 4.8028 -1.0807 -0.4379  0.257
H: 4.0327 0.7058 -0.9977  0.332
H: 3.4096 -1.0506 -2.5153  0.188
H: 2.0040 1.4030 -2.1601  0.058
H: -2.0433 1.8235 -1.2748  0.084
H: -0.4409 4.7996 -2.3981  0.248

**Lowest unoccupied orbital energy**: 0.461 eV
**E_HOMO**: -7.23 eV



How do the energies compare? Relative to the most stable structure, in hartree: #1 0.0000; #2 0.6423.



#1
A 3-piece molecular cluster, C2H11N2O2 overall. Source: the Open Molecules 2025 dataset; level of theory: ωB97M-V with the def2-TZVPD basis set.

Each line ends with the Mulliken charge.
Cartesian coordinates (Å):
C: -0.6966 -0.1718 -1.1225  -0.264
C: -0.7704 -1.4813 -0.8542  -0.129
N: -0.5995 -2.6041 -1.7436  -0.563
N: -0.7903 0.6354 0.2841  -0.320
H: -1.3279 0.3622 -1.8203  0.318
H: -0.7450 -1.9162 0.1437  0.348
H: 0.4169 -2.4369 -1.7401  0.326
H: -0.9172 -2.3796 -2.6872  0.289
H: -1.6578 0.8612 0.7678  0.340
H: -0.4236 1.5185 -0.1011  0.332
H: -0.0869 0.2975 0.9440  0.311
H: 0.9522 -1.1624 2.8761  0.337
H: 0.7060 -0.0565 4.0038  0.337
O: 1.0173 -0.2354 3.1138  -0.664
H: 2.0263 2.5975 -1.2704  0.327
H: 1.6520 3.3425 -0.0418  0.330
O: 1.2445 2.8293 -0.7524  -0.656

**Total charge**: +1
**Lowest unoccupied orbital energy**: -3.577 eV
**E_HOMO**: -14.50 eV



#2
A 3-piece molecular cluster, C2H11N2O2 overall. Source: the Open Molecules 2025 dataset; level of theory: ωB97M-V with the def2-TZVPD basis set.

Each line ends with the Mulliken charge.
Cartesian coordinates (Å):
C: -0.5482 0.5301 -1.0990  -0.858
C: -0.7489 1.2931 0.0637  -0.044
N: -1.9780 1.4871 0.6542  -0.323
N: -0.0876 -0.8789 -0.7951  -0.184
H: -0.0303 0.8806 -2.0087  0.296
H: 0.0162 1.6887 0.7989  0.394
H: -2.0542 2.4761 0.9590  0.339
H: -2.6482 1.3462 -0.1160  0.414
H: -0.4995 -1.4771 -1.5068  0.374
H: -0.4066 -1.1062 0.1864  0.344
H: 0.9463 -0.9121 -0.7484  0.304
H: 3.5457 -0.5457 -0.4850  0.305
H: 3.0211 0.6444 -1.3358  0.297
O: 2.7581 -0.1597 -0.8803  -0.625
H: -0.2957 -1.2946 2.6762  0.311
H: -0.4007 -2.4613 1.8602  0.330
O: -0.5894 -1.5108 1.7764  -0.675

**Total charge**: +1
**Lowest unoccupied orbital energy**: -5.002 eV
**E_HOMO**: -11.12 eV



#3
A 3-piece molecular cluster, C2H11N2O2 overall. Source: the Open Molecules 2025 dataset; level of theory: ωB97M-V with the def2-TZVPD basis set.

Each line ends with the Mulliken charge.
Cartesian coordinates (Å):
C: -0.2724 -0.5807 -0.1991  -0.176
C: 0.0241 -0.1774 1.0475  -0.375
N: 0.6089 -1.1122 2.0260  -0.297
N: -0.5956 0.2693 -1.2077  -0.351
H: -0.2430 -1.6198 -0.4670  0.320
H: 0.0525 0.8712 1.3163  0.275
H: -0.0676 -1.7564 2.4466  0.381
H: 1.0442 -0.6041 2.8067  0.364
H: 1.3512 -1.6759 1.6187  0.369
H: -0.5674 1.2380 -0.9509  0.198
H: -1.2731 -0.1041 -1.8589  0.309
H: 2.3690 2.9049 1.0889  0.300
H: 1.4012 3.2079 2.2355  0.321
O: 1.6125 2.5464 1.5684  -0.611
H: -2.1442 -1.8445 -3.6556  0.322
H: -1.3920 -0.6478 -4.2912  0.326
O: -1.9084 -0.9146 -3.5242  -0.674

**Total charge**: +1
**Lowest unoccupied orbital energy**: -3.292 eV
**E_HOMO**: -12.50 eV



#4
A 3-piece molecular cluster, C2H11N2O2 overall. Source: the Open Molecules 2025 dataset; level of theory: ωB97M-V with the def2-TZVPD basis set.

Each line ends with the Mulliken charge.
Cartesian coordinates (Å):
C: 0.4039 1.4742 0.9274  -0.658
N: 0.0724 -1.9797 -0.0199  -0.208
C: 0.4428 -0.7096 0.1279  0.020
N: -0.3220 0.1936 0.7648  -0.117
H: 0.4084 2.0567 -0.1017  0.264
H: 1.5646 1.2231 1.1101  0.224
H: -0.0313 2.0780 1.7929  0.330
H: -0.8194 -2.3322 0.1555  0.197
H: 0.5887 -2.6883 -0.4700  0.240
H: 1.4974 -0.4864 -0.1399  0.429
H: -1.3527 0.1902 0.8056  0.316
H: 2.8124 1.7998 -0.7495  0.301
H: 1.8354 1.2185 -1.7355  0.275
O: 2.1216 1.1186 -0.8877  -0.592
H: -3.1243 -1.7145 -0.1580  0.323
H: -3.4265 -0.4155 -0.8311  0.322
O: -2.6717 -1.0264 -0.5908  -0.667

**Total charge**: +1
**Lowest unoccupied orbital energy**: -3.249 eV
**E_HOMO**: -14.32 eV



How do the energies compare? Relative to the most stable structure, in hartree: #1 0.0597; #2 0.1053; #3 0.0000; #4 0.0137.